Formula: C6H9N
Source: the Open Molecules 2025 dataset
Level of theory: ωB97M-V with the def2-TZVPD basis set

Last column: Löwdin charge in e.
CARTESIAN COORDINATES (ANGSTROEM)
N1 -1.506 1.076 -2.146  0.06
C1 0.775 0.131 -1.427  -0.05
C2 0.421 -1.114 -1.513  0.02
C3 0.709 0.568 1.881  -0.12
C4 -0.252 -0.223 -0.427  -0.32
C5 -1.477 0.664 -0.897  -0.23
C6 0.257 -0.675 1.063  -0.16
H1 1.063 0.926 -2.077  0.11
H2 1.158 -1.308 0.917  0.10
H3 0.962 -2.026 -1.589  0.10
H4 1.080 1.495 1.420  0.08
H5 -0.495 -1.252 1.617  0.10
H6 -0.143 0.850 2.532  0.07
H7 -2.227 0.632 -0.091  0.12
H8 -1.724 0.012 -1.875  0.08
H9 1.400 0.242 2.612  0.04

Results
Total charge ... 0
Energy relative to the best compared isomer or geometry (same formula, charge and spin) ... 8.3856 eV

***

Formula: C12H8FN3OS
Source: the Open Molecules 2025 dataset
Level of theory: ωB97M-V with the def2-TZVPD basis set

Last column: natural (NBO) charge in e.
CARTESIAN COORDINATES (ANGSTROEM)
S1 -1.671 0.131 -0.186  0.43
F1 1.876 3.455 3.209  -0.31
O1 2.621 -2.030 -1.243  -0.61
N1 -0.980 -1.196 -2.672  -0.50
N2 1.316 -1.787 -3.013  -0.57
N3 0.676 -0.843 0.627  -0.35
C1 -0.270 2.753 4.041  -0.27
C2 -0.052 -1.694 -3.472  0.47
C3 -0.718 -0.881 -1.314  0.03
C4 -0.401 -1.932 -4.851  -0.68
C5 0.492 -1.146 -0.764  -0.04
C6 0.830 2.606 3.169  0.40
C7 -1.375 0.838 3.222  -0.21
C8 -1.291 1.852 4.149  -0.21
C9 -0.484 -0.242 1.029  0.03
C10 0.742 1.644 2.188  -0.25
C11 1.497 -1.625 -1.671  0.60
C12 -0.405 0.765 2.186  -0.06
H1 -1.147 -1.131 -5.126  0.26
H2 1.528 1.517 1.489  0.25
H3 -2.157 0.114 3.244  0.22
H4 -0.248 3.421 4.926  0.22
H5 0.527 -1.673 -5.358  0.22
H6 -2.039 2.232 4.823  0.23
H7 1.977 -2.209 -3.597  0.43
H8 -0.842 -2.940 -5.035  0.26

Results
SMILES string ... Cc1nc2sc(-c3cccc(F)c3)nc2c(=O)[nH]1
Total charge ... 0
Energy relative to the best compared isomer or geometry (same formula, charge and spin) ... 1.9296 eV

***

> Which of these has the lowest energy relative to the best compared isomer or geometry (same formula, charge and spin)?

C12H8FN3OS